# C53H137N7O19

12 unconnected molecules or ions with the total composition C53H137N7O19 at a distorted geometry (ωB97M-V/def2-TZVPD, OMol25).

* HOMO: -8.31 eV
* lowest unoccupied orbital energy: 0.0170 Ha
* SMILES: COCCNCCOC.COCCNCCOC.COCCNCCOC.COCCNCCOC.COCCNCCOC.COCCNCCOC.COCCNCCOC.CC(C)O.CC(C)O.CC(C)O.CO.CO
* multiplicity: 1
* HOMO-LUMO gap: 8.77 eV

Last column: Mulliken charge in e.
Geometry (Å):
C 1.0074 -0.6392 0.1307  -0.822
O -0.1878 -0.7943 0.9172  0.961
H 0.8758 -0.5135 -0.9440  -0.015
H 1.5709 0.2108 0.5154  0.275
H 1.5708 -1.5676 0.2240  0.066
H -0.5228 0.0688 1.1711  -0.422
C -5.0054 2.6419 -0.1413  -0.439
O -5.6039 1.4065 0.1966  -0.529
H -5.0506 2.6959 -1.2290  0.324
H -5.4869 3.5521 0.2164  0.266
H -3.9551 2.6697 0.1490  0.012
H -5.2689 0.7572 -0.4262  0.318
C -1.1852 -1.8076 4.9842  -1.050
O -1.6092 -2.1119 3.6786  0.192
C -1.3841 -3.4927 3.3541  -0.494
C -2.1467 -3.8386 2.0873  -0.796
N -1.5064 -3.3597 0.8523  0.607
C -0.4306 -4.1820 0.3186  0.447
C -0.7141 -5.6108 -0.2391  -0.972
O 0.4068 -6.1880 -0.9135  -0.233
C -0.0122 -7.2511 -1.7728  -0.900
H -1.5273 -0.8218 5.2993  0.259
H -0.1277 -1.9975 5.1677  0.313
H -1.6209 -2.4264 5.7686  0.384
H -1.7713 -4.0997 4.1725  0.684
H -0.3129 -3.6568 3.2373  0.025
H -3.0778 -3.3027 2.2714  -0.022
H -2.3075 -4.9151 2.0284  0.598
H -1.1577 -2.4215 0.9878  -0.386
H 0.4171 -4.2165 1.0029  -0.204
H -0.0925 -3.5849 -0.5283  -0.125
H -1.5828 -5.5219 -0.8914  0.407
H -0.9214 -6.1508 0.6848  0.335
H -0.6758 -7.9751 -1.2999  0.371
H 0.8929 -7.7683 -2.0912  0.265
H -0.4860 -6.9067 -2.6921  0.355
C -6.0868 -3.6288 -3.0299  -0.698
O -6.4519 -2.2503 -2.8952  -0.372
C -6.4583 -1.7412 -1.5920  -0.701
C -4.9802 -1.6797 -0.9688  0.485
N -4.2751 -0.4945 -1.4928  0.051
C -2.8057 -0.5785 -1.2965  -0.184
C -2.0797 -1.5144 -2.3069  -0.278
O -1.8895 -0.8680 -3.6046  -0.365
C -1.3835 -1.7128 -4.6139  -0.821
H -5.8349 -3.8029 -4.0760  0.274
H -6.9887 -4.2018 -2.8144  0.331
H -5.2287 -4.0479 -2.5045  0.268
H -7.0462 -2.3595 -0.9137  0.354
H -6.9411 -0.7676 -1.6760  0.312
H -4.5454 -2.6720 -1.0894  0.567
H -5.1537 -1.5408 0.0983  -0.730
H -4.5127 -0.4549 -2.4737  0.324
H -2.5111 -0.7984 -0.2704  -0.375
H -2.2937 0.3585 -1.5159  0.159
H -2.6107 -2.4628 -2.3885  0.619
H -1.0762 -1.6540 -1.9048  -0.073
H -1.6560 -1.3125 -5.5904  0.294
H -1.9293 -2.6560 -4.5898  0.392
H -0.3141 -1.9091 -4.5358  0.235
C 10.1451 1.8672 -3.1463  -0.754
O 9.5873 1.0592 -2.0752  -0.353
C 8.3414 1.5606 -1.5869  -0.713
C 7.6989 0.7013 -0.4556  -0.765
N 7.3460 -0.6237 -0.9223  -0.451
C 7.0064 -1.3645 0.3163  -1.044
C 6.8564 -2.8340 -0.0426  0.450
O 8.0879 -3.3964 -0.4397  -0.473
C 8.0236 -4.7712 -0.7113  -0.667
H 10.9479 1.3221 -3.6426  0.265
H 10.5190 2.8203 -2.7723  0.287
H 9.4511 2.0916 -3.9563  0.310
H 7.6901 1.7124 -2.4476  0.252
H 8.4973 2.5986 -1.2929  0.493
H 6.8426 1.2735 -0.0985  0.235
H 8.2988 0.6952 0.4544  0.620
H 8.2567 -0.9328 -1.2308  0.359
H 6.0505 -1.0505 0.7356  0.136
H 7.7924 -1.3310 1.0707  0.809
H 6.0776 -2.9766 -0.7918  -0.574
H 6.4287 -3.2648 0.8627  0.519
H 9.0102 -5.1135 -1.0234  0.292
H 7.2474 -4.9977 -1.4423  0.189
H 7.8011 -5.3335 0.1956  0.298
C -2.3290 4.2327 5.0365  -1.226
O -1.8459 3.1375 4.2873  0.123
C -2.7892 2.8338 3.2266  -1.431
C -2.1736 1.6079 2.4759  0.681
N -0.8453 1.7457 1.8530  2.759
C -0.9316 2.7995 0.8566  0.281
C 0.4044 3.0810 0.1054  -0.194
O 0.1857 4.2578 -0.6905  -0.438
C 1.3975 4.8250 -1.2211  -0.567
H -1.6422 4.5948 5.8015  0.326
H -3.2465 4.0092 5.5809  0.323
H -2.4139 5.1107 4.3961  0.425
H -3.0177 3.6740 2.5709  0.359
H -3.7486 2.5012 3.6227  0.664
H -2.9641 1.3681 1.7647  -0.491
H -2.1967 0.7612 3.1619  -0.183
H -0.1947 1.9544 2.5969  -1.135
H -1.2264 3.7364 1.3293  -0.247
H -1.6760 2.4983 0.1196  -0.367
H 0.6476 2.2560 -0.5643  -0.060
H 1.2224 3.2320 0.8098  0.243
H 2.1169 5.2117 -0.4992  0.243
H 1.2115 5.6352 -1.9261  0.296
H 1.8597 4.0492 -1.8315  0.134
C -1.1523 7.8768 -4.6954  -0.716
O -0.0657 6.9899 -4.9970  -0.179
C 0.3544 7.0562 -6.3624  -0.703
C 1.4295 6.0538 -6.6160  -0.693
N 0.9235 4.7028 -6.4666  -0.348
C 1.9452 3.6701 -6.6430  -0.691
C 1.3221 2.3117 -6.2099  -0.723
O 1.1740 2.2686 -4.7741  -0.041
C 0.6484 1.0408 -4.3050  -0.807
H -0.8544 8.9230 -4.7642  0.323
H -1.2252 7.6547 -3.6308  0.143
H -2.0620 7.7114 -5.2726  0.304
H 0.7445 8.0222 -6.6831  0.404
H -0.5075 6.7499 -6.9551  0.364
H 2.2250 6.2357 -5.8934  0.355
H 1.9744 6.2415 -7.5412  0.421
H 0.3233 4.6860 -5.6545  0.264
H 2.7738 3.8153 -5.9498  0.328
H 2.3937 3.5633 -7.6307  0.379
H 2.0246 1.5463 -6.5399  0.437
H 0.3890 2.1988 -6.7618  0.389
H -0.2780 0.8064 -4.8294  0.446
H 0.2949 1.0479 -3.2739  0.100
H 1.2366 0.1239 -4.2682  0.213
C 0.7084 0.9909 4.6126  -1.009
O 1.1464 1.9912 3.6838  -0.178
C 2.2872 2.7128 4.1161  -1.144
C 2.0211 4.2211 3.8013  -0.404
N 0.8294 4.7353 4.5378  -0.156
C 0.4054 6.0549 4.0106  -1.350
C -0.0233 6.2251 2.5306  0.724
O -0.2321 7.6263 2.3845  -0.467
C -0.5906 8.0590 1.0364  -0.659
H -0.0087 1.4695 5.2797  0.505
H 1.4715 0.4011 5.1204  0.493
H 0.0193 0.3740 4.0359  -0.345
H 3.1826 2.2995 3.6519  0.312
H 2.5563 2.5967 5.1660  0.579
H 2.1163 4.4437 2.7385  0.086
H 2.8388 4.8607 4.1336  0.650
H 0.0837 4.0690 4.3962  0.121
H 1.2177 6.7476 4.2303  0.473
H -0.4469 6.3757 4.6095  0.365
H -0.9661 5.7262 2.3061  -0.112
H 0.7837 5.8863 1.8809  0.103
H -0.5358 9.1336 0.8623  0.323
H -1.5993 7.7238 0.7948  0.295
H 0.0408 7.5543 0.3052  0.204
C -4.8845 -0.7271 2.8648  -0.472
O -5.9494 -1.6853 2.9540  -0.276
C -7.2754 -1.1882 3.0258  -0.666
C -8.1226 -2.4520 3.0537  -0.471
N -9.5407 -2.0861 3.1770  -0.268
C -10.5054 -3.1582 2.9756  -0.696
C -10.4531 -4.2974 4.0293  -0.510
O -9.3766 -5.1829 3.8017  -0.296
C -9.0947 -6.1437 4.8336  -0.797
H -3.9363 -1.2458 3.0066  -0.009
H -5.0992 -0.0472 3.6893  0.695
H -5.0043 -0.2553 1.8895  0.071
H -7.5581 -0.6671 2.1111  0.260
H -7.4656 -0.4982 3.8479  0.375
H -7.7698 -3.0944 3.8605  0.191
H -7.9360 -2.9921 2.1255  0.244
H -9.5237 -1.6225 4.0741  0.257
H -10.4353 -3.5766 1.9715  0.291
H -11.4627 -2.6378 3.0043  0.380
H -11.4418 -4.7472 4.1200  0.497
H -10.3475 -3.8520 5.0186  0.312
H -8.1394 -6.6676 4.8000  0.269
H -9.8135 -6.9622 4.8706  0.327
H -9.1276 -5.6742 5.8167  0.315
C 4.4696 1.4165 -1.7310  -1.203
C 4.0154 0.0519 -2.3324  1.786
C 4.2269 0.1021 -3.8728  -1.462
O 4.7627 -1.0374 -1.8451  0.184
H 5.3958 1.8088 -2.1509  0.050
H 4.5825 1.3047 -0.6526  0.195
H 3.6474 2.1131 -1.8947  0.318
H 2.9899 -0.1950 -2.0574  -0.412
H 5.2458 0.3837 -4.1386  0.321
H 3.4917 0.8177 -4.2411  0.255
H 4.0291 -0.8820 -4.2977  0.366
H 5.6746 -0.7872 -1.6796  0.135
C 3.8680 -0.8271 2.3982  0.222
C 4.1322 -2.1634 3.2223  0.120
C 3.2415 -3.3663 2.8252  -0.378
O 5.4750 -2.5345 3.0040  -0.456
H 2.8438 -0.5182 2.6073  -0.004
H 3.8885 -1.0824 1.3387  -0.779
H 4.6024 -0.0478 2.6019  0.421
H 3.9569 -1.9556 4.2779  0.470
H 3.3789 -3.4836 1.7503  -0.238
H 2.1843 -3.1160 2.9140  -0.195
H 3.4097 -4.2993 3.3632  0.509
H 5.7666 -2.9248 3.8312  0.314
C 3.2856 -3.9238 -1.1371  -0.335
C 3.9165 -4.2603 -2.4945  1.091
C 3.2670 -5.3867 -3.3029  -1.382
O 3.7290 -3.1412 -3.3332  -0.654
H 3.4412 -4.6640 -0.3522  0.680
H 2.2217 -3.6928 -1.1904  -0.159
H 3.7780 -3.0316 -0.7503  -0.306
H 4.9966 -4.3767 -2.4059  -0.351
H 2.3892 -5.0780 -3.8706  0.309
H 2.8577 -6.0919 -2.5795  0.210
H 3.9745 -5.8587 -3.9846  0.412
H 4.0245 -2.3427 -2.8898  0.184